No. 1
22
Properties=species:S:1:pos:R:3:forces:R:3 method="wB97M-V/def2-TZVPD" charge=-2 relative_energy_ev=0.000 lumo_ev=5.58 smiles="Nc1ccc([C@H](P)P(=O)([O-])[O-])cc1" homo_ev=0.175 homo_lumo_gap_ev=5.406
C 0.103 0.614 1.161 1.48 1.12 0.20
C 0.097 -0.823 -0.682 -2.81 -0.71 0.97
C 1.437 1.044 0.811 -3.48 -0.92 1.88
C 1.352 -0.417 -0.954 2.40 -2.30 -2.42
C -0.668 -0.276 0.402 2.09 1.44 -0.25
C 2.083 0.510 -0.240 0.44 0.44 -0.14
C -2.070 -0.400 0.671 -1.61 0.46 1.85
N 3.457 0.879 -0.331 0.19 -1.91 -2.55
O -3.295 0.539 -1.655 0.18 -0.97 -2.05
O -2.505 2.336 -0.104 0.38 0.30 0.81
O -4.574 0.837 0.495 1.08 0.21 0.12
P -2.728 -2.047 0.196 -0.60 -0.08 1.91
P -3.247 1.039 -0.262 -1.21 -0.03 1.19
H -0.300 1.081 2.071 -0.15 -0.26 -0.53
H -0.335 -1.673 -1.255 0.27 0.85 0.25
H 1.925 1.688 1.512 0.31 0.58 0.23
H 1.831 -1.111 -1.716 -0.07 1.35 0.66
H -2.358 -0.118 1.796 0.80 -0.80 -2.32
H 3.614 1.455 0.434 0.84 1.49 1.05
H 3.802 1.228 -1.233 -0.44 -0.02 0.80
H -3.354 -1.642 -0.933 -0.47 0.28 -1.58
H -3.964 -1.771 0.892 0.39 -0.55 -0.09

No. 2
38
Properties=species:S:1:pos:R:3:forces:R:3 method="wB97M-V/def2-TZVPD" charge=-1 relative_energy_ev=1.418 lumo_ev=3.24 homo_ev=-6.187 homo_lumo_gap_ev=9.425
C -2.066 0.404 -1.574 -0.44 -0.96 -3.79
O -2.531 -0.793 -2.259 -0.29 -0.92 0.73
C -0.582 0.270 -1.270 1.22 -0.90 -0.17
C 0.068 1.693 -1.110 0.16 -1.09 0.42
C 0.035 2.048 0.381 0.59 -0.12 2.36
C 1.336 1.777 1.219 -0.25 -0.80 -0.46
O 2.043 0.692 0.691 1.30 -0.36 -0.57
N 0.149 -0.547 -2.263 0.13 2.30 -0.27
H -2.765 0.637 -0.800 0.06 0.41 0.88
H -2.275 1.070 -2.486 0.69 0.10 1.70
H -2.299 -1.603 -1.763 -0.07 0.66 -0.06
H -0.451 -0.459 -0.448 -0.31 1.36 0.88
H 1.084 1.658 -1.577 -0.68 -0.02 0.79
H -0.470 2.446 -1.705 -0.23 -0.31 0.21
H -0.703 1.482 1.050 0.56 0.66 -1.64
H -0.128 3.093 0.560 -0.51 0.79 -0.14
H 2.113 2.534 1.231 -0.35 0.75 -0.14
H 1.118 1.469 2.244 -0.52 0.69 0.04
H -0.319 -0.547 -3.119 -0.65 -0.20 -1.64
H 0.460 -1.451 -2.043 -0.04 -1.19 0.81
H 1.550 -0.125 0.668 -0.79 -0.93 1.05
H 1.573 -1.814 2.347 0.26 0.03 0.21
O 0.910 -1.669 1.678 -0.55 0.39 -0.84
H -2.956 2.507 1.650 0.09 0.26 0.05
H -2.589 1.045 1.475 -0.91 0.57 0.57
O -3.370 1.644 1.628 0.85 -0.93 -0.40
H 2.417 -0.361 -2.065 0.93 1.10 0.42
H 2.495 0.405 -0.720 1.43 0.36 -1.35
O 3.041 0.245 -1.574 -1.46 -1.19 0.02
H 3.133 -1.849 -0.612 -0.32 0.57 0.25
H 1.711 -2.448 -0.223 -0.30 0.65 1.03
O 2.520 -2.580 -0.698 0.67 -1.26 -1.22
H -1.181 -0.585 3.145 0.31 0.73 -0.36
H 0.064 -0.744 2.075 -0.38 0.59 1.02
O -0.661 0.055 2.616 0.09 -1.76 -0.39
H -0.094 -2.866 1.107 -0.36 0.19 0.49
H -1.455 -3.387 1.670 0.03 0.15 0.27
O -0.929 -3.348 0.874 0.05 -0.37 -0.78